[1]
Here is a cluster of 2 separate species, Cl3H7Si4 in total from the Open Molecules 2025 dataset. Energies are from ωB97M-V/def2-TZVPD.

Geometry (Å):
Si1 -3.0100 0.4646 -0.0165
Si2 -0.7633 0.5078 -0.5841
Si3 0.4490 -1.2024 0.4112
Si4 4.7785 0.3532 -0.2635
Cl1 4.3481 0.3108 1.7425
Cl2 3.0483 1.1692 -1.0126
Cl3 1.6824 -2.1713 -0.8816
H1 -3.6116 1.7986 0.0535
H2 -3.8164 -0.3075 -0.9662
H3 -3.2151 -0.1539 1.3004
H4 -0.1771 1.8073 -0.2072
H5 -0.5991 0.4694 -2.0493
H6 -0.4330 -2.2436 0.9530
H7 1.3193 -0.8022 1.5202

HOMO level in eV: -9.7
Orbital gap in eV: 8.9
Energy above the lowest of the compared OMol25 structures with the same formula, charge and spin in kcal per mole: 12.5
LUMO energy in eV: -0.8

These are the Löwdin partial charges, in e, on atoms 1 to 6: 0.405 0.241 -0.040 -0.099 0.074 0.063

[2]
Here is a structure of composition Cl3MnO4S in a non-equilibrium geometry from the Open Molecules 2025 dataset. Energies are from ωB97M-V/def2-TZVPD.

Geometry (Å):
Mn1 0.6545 0.2500 -0.8435
S1 -1.3357 -0.4120 0.7933
O1 -1.3786 0.2237 2.1010
O2 -2.4817 -1.3042 0.4954
O3 -1.1579 0.6851 -0.2141
O4 -0.0972 -1.1662 0.5493
Cl1 1.9062 1.2160 1.1657
Cl2 1.4992 2.1081 -2.4033
Cl3 2.3912 -1.6004 -1.6439

HOMO level (spin up / spin down) in eV: 2.4 / 1.6
Orbital gap (spin up / spin down) in eV: 6.0 / 6.8
<S²>: 8.754
Energy above the lowest of the compared OMol25 structures with the same formula, charge and spin in kcal per mole: 16.1
LUMO energy (spin up / spin down) in eV: 8.4 / 8.4
Multiplicity: 6
Total charge: -3

These are the Löwdin partial charges, in e, on atoms 1 to 6: 0.224 0.169 -0.417 -0.450 -0.526 -0.515

[3]
Here is a structure of composition Cl3Na5O12 in a non-equilibrium geometry from the Open Molecules 2025 dataset. Energies are from ωB97M-V/def2-TZVPD.

Geometry (Å):
Na1 -3.8331 0.0631 2.2202
Na2 -2.4020 1.9234 -0.3001
Na3 -0.0024 0.0200 -1.3762
Na4 0.8956 -1.2271 2.5732
Na5 -1.7043 -2.4094 -1.7891
Cl1 -1.4378 -0.5269 0.5235
O1 -2.6756 -0.4185 1.1721
O2 -0.3940 -1.3005 1.1844
O3 -1.6932 -1.0280 -0.7959
O4 -0.8930 0.8747 0.5319
Cl2 0.7633 2.4899 -1.0192
O5 1.3525 1.2310 -1.4265
O6 1.6438 2.7504 0.0850
O7 0.6446 3.3660 -2.0554
O8 -0.4964 2.0323 -0.6598
Cl3 2.0881 -1.6011 0.2532
O9 3.1610 -2.3723 -0.2071
O10 0.9201 -2.3527 0.3817
O11 2.3913 -0.8242 1.5165
O12 1.6714 -0.6902 -0.8124

HOMO level in eV: -14.8
Orbital gap in eV: 6.5
LUMO energy in eV: -8.3
Total charge: +2

These are the Löwdin partial charges, in e, on atoms 1 to 6: 0.851 0.772 0.412 0.678 0.855 0.904

[4]
Here is a structure of composition Cl3NiO12 in a non-equilibrium geometry from the Open Molecules 2025 dataset. Energies are from ωB97M-V/def2-TZVPD.

Geometry (Å):
Ni1 -3.4012 2.2156 -1.2697
Cl1 1.7429 -3.0767 2.9285
O1 1.1815 -2.6258 4.0782
O2 2.1675 -2.0362 2.1243
O3 2.7740 -4.0732 3.0747
O4 0.7477 -3.7783 2.2171
Cl2 0.2642 3.5113 -2.0833
O5 -1.1483 3.1072 -2.0367
O6 0.1686 4.3775 -3.2150
O7 0.7455 4.0636 -0.8845
O8 1.0085 2.3234 -2.4482
Cl3 -1.3011 -0.7809 -0.4000
O9 -1.6978 0.5984 -0.5029
O10 -0.7358 -0.9027 -1.7208
O11 -0.1310 -1.2340 0.4086
O12 -2.3850 -1.6891 -0.2704

HOMO level (spin up / spin down) in eV: -6.0 / -5.9
Orbital gap (spin up / spin down) in eV: 6.1 / 3.4
<S²>: 2.013
Energy above the lowest of the compared OMol25 structures with the same formula, charge and spin in kcal per mole: 85.6
LUMO energy (spin up / spin down) in eV: 0.1 / -2.5
Multiplicity: 3
Total charge: -1

These are the Löwdin partial charges, in e, on atoms 1 to 6: 0.735 0.590 -0.223 -0.177 -0.155 -0.090